This record from the OMol25 dataset describes a structure of composition C44H56N7O4P3SSr. The level of theory is ωB97M-V with the def2-TZVPD basis set.

Structure (XYZ):
```
116
C44H56N7O4P3SSr ωB97M-V with the def2-TZVPD basis set
Sr 0.092 0.069 2.371
C 2.806 0.188 3.763
C 2.076 1.095 4.559
C 1.200 2.175 4.199
C 1.578 2.477 2.767
C 2.254 1.649 2.002
C 2.774 0.380 2.363
P 1.048 3.964 1.797
C 0.934 5.116 3.172
C 1.968 5.997 3.435
C 1.714 7.118 4.236
C 0.442 7.399 4.704
C -0.542 6.388 4.584
C -0.309 5.315 3.794
C -0.785 3.558 1.543
C -1.467 4.596 0.814
C -2.895 4.491 0.618
C -3.507 3.342 1.162
C -2.790 2.378 1.863
C -1.408 2.395 2.047
H 3.336 -0.614 4.255
H 2.028 0.886 5.698
H 1.341 3.042 4.873
H 2.361 1.904 0.936
H 3.499 -0.215 1.728
H 3.006 5.733 3.138
H 2.553 7.717 4.604
H 0.287 8.251 5.329
H -1.490 6.550 5.220
H -0.995 4.449 3.715
H -0.994 5.499 0.393
H -3.281 5.269 0.107
H -4.546 3.096 0.701
H -3.323 1.588 2.257
C 4.750 3.346 -4.129
N 4.086 3.358 -2.901
C 4.798 3.096 -1.662
C 2.789 3.805 -2.975
N 2.335 4.716 -3.795
N 1.938 3.241 -2.074
C 1.600 1.891 -1.906
N 0.731 1.683 -0.878
N 2.178 1.014 -2.647
H 5.219 4.255 -4.386
H 3.956 3.111 -4.838
H 5.517 2.613 -3.923
H 4.918 2.030 -1.673
H 4.178 3.311 -0.779
H 5.846 3.625 -1.743
H 3.110 4.968 -4.234
H 1.043 3.787 -2.023
H 0.668 2.337 -0.253
H 0.791 0.728 -0.583
H 1.759 0.091 -2.403
S 2.183 -3.121 -1.226
C 1.241 -1.989 -0.471
N 0.647 -1.141 0.095
O -1.470 -1.873 3.062
C -0.727 -2.525 3.877
O 0.311 -2.108 4.348
C -1.228 -3.763 4.351
C -0.551 -4.405 5.367
C -1.008 -5.661 5.894
C -2.233 -6.171 5.548
C -2.933 -5.544 4.520
C -2.445 -4.395 3.813
N -4.072 -6.147 4.073
O -4.839 -5.623 3.154
O -4.470 -7.282 4.520
H 0.392 -4.029 5.772
H -0.579 -5.956 6.810
H -2.567 -7.046 6.065
H -3.324 -3.976 3.215
C -5.383 -2.358 2.666
P -6.176 -2.376 0.996
C -6.662 -4.159 0.869
C -4.511 -2.443 -0.007
C -3.935 -3.595 -0.456
C -2.792 -3.375 -1.247
C -2.152 -2.132 -1.498
C -2.682 -1.020 -0.781
C -3.920 -1.150 -0.090
H -5.273 -3.425 2.943
H -6.113 -1.693 3.242
H -4.317 -2.069 2.736
H -5.784 -4.938 1.005
H -7.452 -4.307 0.076
H -7.696 -4.370 1.564
H -4.376 -4.415 -0.135
H -2.413 -4.298 -1.565
H -1.284 -2.046 -2.097
H -2.144 -0.248 -0.870
H -4.546 -0.327 0.328
C 0.171 -0.177 -5.667
C 1.181 -0.921 -4.931
P 1.762 -2.268 -6.019
C 2.285 -3.882 -5.264
C 3.770 -4.058 -4.826
C 2.567 -1.358 -7.205
C 2.922 -1.586 -8.683
H 0.248 0.775 -6.087
H -0.607 0.233 -5.113
H -0.309 -1.037 -6.304
H 0.770 -1.519 -3.988
H 1.932 -0.210 -4.409
H 1.976 -4.463 -6.181
H 1.561 -4.495 -4.369
H 3.914 -3.581 -3.766
H 4.587 -3.070 -5.212
H 4.434 -4.845 -5.229
H 0.677 -3.189 -6.175
H 2.381 -0.332 -7.211
H 4.237 -1.450 -8.608
H 2.704 -0.705 -9.057
H 2.946 -2.492 -9.393
H 0.001 1.878 4.289
```

Summary:
Energy relative to the best compared isomer or geometry (same formula, charge and spin) ... 11.481 eV
Orbital gap ... 3.59 eV
E_tot ... -104680.9063 eV
Highest occupied orbital energy ... -1.4 eV
Maximum force ... 8.3 eV/Å
Total charge ... -2

Atomic partial charges in e from the Löwdin method, atoms 1 to 6: 1.41, -0.18, -0.20, -0.30, -0.47, -0.36



This record from the OMol25 dataset describes a structure of composition C44H57AlNOP2. The level of theory is ωB97M-V with the def2-TZVPD basis set.

Structure (XYZ):
```
106
C44H57AlNOP2 ωB97M-V with the def2-TZVPD basis set
Al -0.412 -0.113 0.243
C -4.752 3.196 0.365
C -3.666 2.380 0.957
C -3.944 1.111 1.482
C -2.944 0.315 1.993
C -1.610 0.774 2.001
C -1.351 2.104 1.594
C -2.357 2.871 1.043
H -5.529 3.381 1.107
H -5.233 2.658 -0.452
H -4.385 4.150 -0.001
H -4.970 0.776 1.523
H -3.186 -0.641 2.434
H -0.909 0.293 2.680
H -0.388 2.549 1.798
H -2.160 3.893 0.755
O 0.663 -0.723 -1.347
N -0.441 -1.598 -1.127
C -1.164 -1.898 -2.148
C -1.089 -1.203 -3.402
C -1.167 -1.865 -4.632
C -1.098 -1.139 -5.805
C -0.988 0.243 -5.765
C -1.005 0.915 -4.546
C -1.043 0.216 -3.350
P -1.520 1.104 -1.775
C -1.089 2.830 -2.152
C -2.010 3.829 -2.461
C -1.556 5.065 -2.897
C -0.196 5.322 -2.988
C 0.722 4.353 -2.607
C 0.279 3.112 -2.191
C -3.295 0.790 -2.055
C -3.978 1.351 -3.133
C -5.283 0.971 -3.389
C -5.904 0.019 -2.595
C -5.210 -0.575 -1.551
C -3.905 -0.201 -1.293
H 0.959 -0.747 -2.278
H -1.858 -2.722 -2.012
H -1.224 -2.942 -4.651
H -1.131 -1.646 -6.753
H -0.904 0.805 -6.683
H -0.984 1.994 -4.538
H -3.070 3.652 -2.368
H -2.268 5.829 -3.171
H 0.151 6.283 -3.334
H 1.779 4.565 -2.646
H 0.988 2.342 -1.898
H -3.492 2.059 -3.785
H -5.804 1.406 -4.227
H -6.917 -0.282 -2.809
H -5.679 -1.340 -0.953
H -3.332 -0.686 -0.504
C 4.756 -3.184 -0.815
C 5.028 -1.697 -0.565
C 3.773 -0.942 -0.101
C 2.907 -1.840 0.782
C 2.401 -3.078 0.016
C 3.294 -3.400 -1.187
P 1.509 -0.910 1.577
C 2.146 0.617 2.406
C 2.270 1.746 1.383
C 2.401 3.095 2.091
C 3.210 2.946 3.394
C 4.194 1.786 3.296
C 3.451 0.444 3.203
C 0.698 -1.976 2.874
C 1.599 -2.912 3.714
C 1.226 -4.378 3.512
C -0.246 -4.632 3.844
C -1.192 -3.594 3.200
C -0.426 -2.756 2.189
H 4.991 -3.770 0.074
H 5.399 -3.542 -1.616
H 5.389 -1.235 -1.483
H 5.819 -1.589 0.177
H 3.190 -0.600 -0.961
H 4.106 -0.062 0.447
H 3.530 -2.180 1.618
H 1.366 -2.946 -0.309
H 2.420 -3.936 0.686
H 3.042 -2.781 -2.051
H 3.134 -4.438 -1.476
H 1.350 0.898 3.109
H 1.381 1.719 0.698
H 3.148 1.596 0.760
H 1.425 3.520 2.330
H 2.904 3.794 1.423
H 2.541 2.778 4.240
H 3.747 3.873 3.588
H 4.835 1.774 4.175
H 4.840 1.932 2.429
H 3.208 0.084 4.204
H 4.110 -0.290 2.742
H 0.244 -1.255 3.568
H 1.452 -2.668 4.766
H 2.658 -2.764 3.498
H 1.843 -4.989 4.169
H 1.438 -4.690 2.489
H -0.384 -4.611 4.923
H -0.507 -5.635 3.509
H -1.628 -2.949 3.964
H -2.013 -4.105 2.702
H -1.102 -2.032 1.663
H -0.020 -3.420 1.426
```

Summary:
Energy relative to the best compared isomer or geometry (same formula, charge and spin) ... 0.036 eV
Orbital gap ... 7.38 eV
E_tot ... -75240.8892 eV
Highest occupied orbital energy ... -17.0 eV
Maximum force ... 0.9 eV/Å
Total charge ... +3

Atomic partial charges in e from the Löwdin method, atoms 1 to 6: 0.47, 0.00, -0.22, -0.01, -0.04, -0.21



This record from the OMol25 dataset describes a structure of composition C44H57Cl3Ge2NNaO2SbSe2. The level of theory is ωB97M-V with the def2-TZVPD basis set.

Structure (XYZ):
```
113
C44H57Cl3Ge2NNaO2SbSe2 ωB97M-V with the def2-TZVPD basis set
Na 1.975 -2.388 0.444
O 2.165 0.655 3.900
C 3.160 -0.241 4.241
C 3.475 -1.266 3.164
C 4.832 -1.884 3.625
O 5.221 -3.075 2.961
C 2.448 -2.468 3.112
Se 0.515 -2.040 2.747
C 3.692 -0.471 1.867
Se 4.547 -1.419 0.307
H 1.340 0.175 3.742
H 2.821 -0.781 5.132
H 4.004 0.398 4.510
H 4.680 -2.190 4.697
H 5.674 -1.182 3.638
H 5.413 -2.837 2.010
H 2.341 -2.847 4.139
H 2.714 -3.351 2.493
H 4.402 0.305 2.121
H 2.754 0.027 1.558
C 5.321 0.622 -3.794
C 4.289 -0.366 -3.377
Ge 2.797 0.423 -2.333
C 1.352 -0.912 -2.226
C 0.508 -0.990 -3.498
C 1.960 1.984 -3.177
C 1.971 2.908 -2.232
Ge 2.772 2.033 -0.570
C 4.534 2.363 0.116
C 4.644 3.072 1.377
C 1.431 1.973 0.849
C 0.056 2.635 0.562
C 1.257 4.246 -2.426
C 1.923 5.458 -2.457
C 1.262 6.660 -2.640
C -0.101 6.630 -2.870
C -0.793 5.441 -2.998
C -0.125 4.253 -2.696
H 6.263 0.196 -4.179
H 5.663 1.213 -2.916
H 4.946 1.242 -4.570
H 4.654 -1.231 -2.768
H 3.815 -0.794 -4.259
H 0.757 -0.771 -1.296
H 1.822 -1.928 -2.067
H 0.080 -0.014 -3.771
H -0.346 -1.653 -3.413
H 1.137 -1.243 -4.410
H 1.546 2.167 -4.178
H 5.053 2.753 -0.715
H 4.934 1.342 0.213
H 4.165 4.103 1.301
H 5.674 3.281 1.659
H 4.133 2.584 2.199
H 1.889 2.448 1.684
H 1.128 0.969 1.122
H 0.142 3.686 0.234
H -0.621 2.664 1.436
H -0.481 2.076 -0.164
H 3.015 5.464 -2.352
H 1.785 7.609 -2.579
H -0.702 7.553 -2.939
H -1.843 5.470 -3.254
H -0.654 3.292 -2.580
C -1.879 -3.064 -1.777
C -2.632 -3.439 -0.529
C -3.044 -4.728 -0.279
C -3.769 -5.040 0.900
C -4.090 -4.049 1.771
C -3.596 -2.762 1.559
C -2.924 -2.429 0.427
Sb -2.031 -0.467 0.121
C -3.409 0.353 -1.376
C -3.052 1.626 -1.853
C -3.814 2.247 -2.842
C -4.886 1.637 -3.425
C -5.230 0.385 -2.988
C -4.488 -0.301 -1.993
C -5.069 -1.638 -1.652
C -2.959 0.428 1.906
C -1.987 0.597 2.902
C -2.313 1.010 4.201
C -3.656 1.145 4.590
C -4.624 0.894 3.614
C -4.296 0.589 2.256
C -5.381 0.269 1.241
H -1.330 -3.905 -2.147
H -1.094 -2.294 -1.683
H -2.581 -2.788 -2.626
H -2.911 -5.505 -1.042
H -4.085 -6.031 1.108
H -4.592 -4.312 2.675
H -3.746 -2.026 2.321
H -2.248 2.224 -1.391
H -3.529 3.218 -3.086
H -5.485 2.073 -4.231
H -6.062 -0.193 -3.429
H -6.170 -1.631 -1.826
H -4.891 -1.859 -0.578
H -4.507 -2.411 -2.222
H -0.902 0.581 2.684
H -1.505 1.147 4.939
H -4.016 1.331 5.623
H -5.732 0.899 3.875
H -5.699 1.142 0.643
H -6.253 -0.053 1.786
H -5.020 -0.598 0.599
Cl 1.561 -7.028 2.039
C 0.001 -6.350 1.558
Cl -0.794 -7.526 0.499
Cl -1.016 -5.936 2.934
C 0.177 -5.159 0.739
N 0.374 -4.304 0.009
```

Summary:
Energy relative to the best compared isomer or geometry (same formula, charge and spin) ... 0.000 eV
Orbital gap ... 6.20 eV
E_tot ... -344382.5854 eV
Highest occupied orbital energy ... -4.4 eV
Maximum force ... 3.3 eV/Å
Total charge ... -1

Atomic partial charges in e from the Löwdin method, atoms 1 to 6: -0.06, -0.10, -0.27, -0.53, -0.26, -0.15



This record from the OMol25 dataset describes a structure of composition C44H58FN11O4W. The level of theory is ωB97M-V with the def2-TZVPD basis set.

Structure (XYZ):
```
119
C44H58FN11O4W ωB97M-V with the def2-TZVPD basis set
W -0.934 -0.210 0.773
F 5.139 0.590 -2.789
C 4.869 0.474 -1.482
C 3.583 0.349 -1.090
C 3.277 0.147 0.279
C 1.951 0.025 0.761
O 0.881 0.106 -0.032
C 1.714 -0.194 2.117
C 2.783 -0.249 2.983
N 4.042 -0.132 2.548
C 5.134 -0.154 3.529
C 6.055 -1.336 3.566
C 5.068 -1.115 4.673
C 4.335 0.069 1.203
C 5.669 0.217 0.774
C 5.980 0.431 -0.560
N 7.282 0.539 -0.983
C 8.350 0.101 -0.089
C 9.630 -0.148 -0.860
N 10.113 1.132 -1.496
C 8.963 1.963 -2.053
C 7.728 1.108 -2.258
C 0.281 -0.484 2.376
O -0.649 0.399 2.717
O -0.152 -1.686 1.972
H 2.797 0.378 -1.831
H 2.662 -0.394 4.047
H 5.536 0.836 3.706
H 7.102 -1.146 3.752
H 5.840 -2.152 2.890
H 5.418 -0.754 5.629
H 4.242 -1.809 4.726
H 6.449 0.184 1.515
H 8.081 -0.854 0.371
H 8.521 0.817 0.724
H 9.482 -0.862 -1.668
H 10.424 -0.514 -0.213
H 10.792 0.916 -2.229
H 10.624 1.689 -0.805
H 9.303 2.400 -2.990
H 8.788 2.761 -1.334
H 7.913 0.326 -2.999
H 6.970 1.764 -2.672
C -0.333 3.165 1.486
N -0.379 3.261 0.032
C 0.627 4.135 -0.564
C -1.322 2.661 -0.707
N -1.781 1.413 -0.388
C -3.189 1.200 -0.463
C -4.203 1.953 -0.070
C -5.522 1.245 -0.052
C -5.497 -1.375 -0.065
C -4.435 -2.042 0.345
C -3.179 -1.236 0.190
N -1.885 -1.743 -0.301
C -1.456 -3.037 -0.102
N -2.018 -3.928 0.717
C -2.461 -3.643 2.088
C -2.012 -5.360 0.394
N -0.431 -3.417 -0.866
C -0.099 -2.729 -2.109
C 0.563 -4.376 -0.384
N -1.785 3.300 -1.785
C -1.916 4.759 -1.828
C -2.300 2.609 -2.959
H -0.242 4.170 1.898
H 0.525 2.578 1.822
H -1.250 2.720 1.871
H 1.601 3.832 -0.178
H 0.462 5.180 -0.301
H 0.623 4.027 -1.645
H -4.137 2.972 0.289
H -6.252 1.698 -0.722
H -6.541 -1.636 -0.011
H -4.514 -3.000 0.827
H -2.539 -2.575 2.273
H -1.733 -4.067 2.780
H -3.420 -4.129 2.264
H -1.783 -5.509 -0.657
H -3.011 -5.745 0.596
H -1.298 -5.906 1.011
H -0.999 -2.530 -2.684
H 0.540 -3.392 -2.688
H 0.437 -1.789 -1.925
H 0.384 -4.606 0.662
H 1.546 -3.911 -0.473
H 0.556 -5.294 -0.972
H -1.720 5.185 -0.850
H -2.941 4.994 -2.115
H -1.238 5.193 -2.563
H -2.009 1.564 -2.939
H -1.878 3.084 -3.844
H -3.389 2.676 -3.001
C -7.065 -0.118 -2.353
N -5.631 -0.142 -2.106
N -5.150 -0.115 -0.751
C -3.626 -0.178 -0.861
O -2.764 -0.578 1.390
C -3.440 -0.610 -2.285
C -4.604 -0.557 -2.934
C -4.916 -0.865 -4.356
C -6.155 1.040 1.288
C -7.540 0.877 1.350
C -8.170 0.678 2.565
C -7.416 0.661 3.734
C -6.042 0.841 3.680
C -5.408 1.029 2.460
H -7.600 -0.376 -1.441
H -7.316 -0.869 -3.100
H -7.403 0.861 -2.692
H -2.495 -0.891 -2.709
H -4.000 -1.096 -4.893
H -5.402 -0.021 -4.845
H -5.585 -1.723 -4.433
H -8.136 0.942 0.447
H -9.243 0.562 2.609
H -7.905 0.524 4.687
H -5.463 0.844 4.593
H -4.332 1.155 2.425
```

Summary:
Energy relative to the best compared isomer or geometry (same formula, charge and spin) ... 0.000 eV
Orbital gap ... 6.84 eV
E_tot ... -75658.1164 eV
Highest occupied orbital energy ... -16.6 eV
Maximum force ... 0.9 eV/Å
Total charge ... +4

Atomic partial charges in e from the Löwdin method, atoms 1 to 6: 1.91, 0.10, -0.17, 0.09, -0.05, -0.23